1.
Entry from the OMol25 dataset: a molecular structure, C21H46BBr2F7KLiMgO10P3S in a non-equilibrium geometry (the ωB97M-V functional and the def2-TZVPD basis).

Structure (XYZ):
```
94
Properties=species:S:1:pos:R:3:forces:R:3
C 6.7247 0.0152 -0.4471 -0.182 0.403 0.167
C 6.4454 1.4046 0.1948 0.308 -0.090 -1.002
C 6.3805 2.5021 -0.8819 -0.030 0.256 0.210
C 5.7694 3.8139 -0.3645 0.038 -0.284 -0.141
C 4.2538 3.7205 -0.1855 -0.161 1.102 -0.728
C 3.4623 3.8110 -1.5607 0.549 -0.681 0.388
P 2.0134 2.6703 -1.8676 0.636 0.650 -1.756
O 2.9190 1.7844 -3.0859 -0.740 -0.488 0.181
B 2.9752 0.4759 -2.7783 0.642 0.528 -0.318
O 3.9990 0.1098 -1.9076 -0.142 -0.025 -0.564
O 2.1066 -0.5151 -3.2679 0.265 -0.508 0.480
P 0.6388 3.7073 -0.3061 -1.633 0.678 0.346
O 0.2871 2.6191 1.0299 0.330 0.740 -0.774
O 1.2349 5.1104 0.2780 -0.231 -0.715 0.442
S -1.0928 4.1008 -1.0859 0.097 -0.409 -0.593
H 6.7629 0.0924 -1.5392 0.013 0.000 0.031
H 5.9108 -0.6724 -0.1755 0.234 -0.197 0.093
H 7.6861 -0.3643 -0.1033 -0.157 -0.261 0.000
H 7.2876 1.6527 0.8374 -0.393 0.073 0.369
H 5.5117 1.3852 0.7629 0.173 -0.098 0.184
H 5.8168 2.1486 -1.7572 0.004 -0.007 0.054
H 7.3998 2.7016 -1.2236 -0.073 0.010 -0.015
H 6.1949 4.0697 0.6082 0.130 -0.060 -0.127
H 5.9913 4.6435 -1.0425 0.013 -0.034 0.043
H 3.9573 4.5843 0.4193 -0.211 -0.285 0.198
H 4.0390 2.8096 0.3826 1.338 0.370 -0.521
H 4.1843 3.5278 -2.3251 -0.231 -0.013 -0.121
H 3.1504 4.8353 -1.7723 -0.178 -0.047 0.270
H 1.0495 2.9696 -2.8653 0.212 0.512 0.015
H 1.8704 1.4714 -1.1088 -0.107 0.227 0.287
H 3.8743 -0.7914 -1.6416 -0.862 1.106 0.962
H 1.3256 -0.5608 -2.7024 -0.181 0.384 -0.181
H -0.1848 1.8643 0.6188 -0.254 0.075 0.295
H 1.4545 5.0157 1.2197 0.091 0.402 -0.016
C -1.7019 0.1624 -3.0016 0.137 0.290 0.300
O -0.6913 0.8393 -2.2808 -0.004 0.063 -0.007
H -1.3403 -0.8788 -3.1013 -0.163 0.588 -0.561
H -2.6480 0.1526 -2.4614 -0.074 -0.085 -0.107
H -1.8505 0.5698 -3.9998 0.006 -0.127 -0.053
H -0.9677 1.7735 -2.1591 0.040 -0.069 0.041
K 4.6771 -2.4371 -2.1498 1.074 -1.383 -0.450
O -6.0634 4.9454 -3.3306 0.694 -0.324 0.106
C -5.7428 3.8771 -3.8018 -3.476 -0.058 -1.400
C -3.7608 3.7601 -3.0954 4.368 -0.015 1.714
O -3.3629 2.6986 -3.5527 -0.912 0.222 -0.157
H -5.5066 3.7522 -4.8740 0.679 0.372 0.120
H -6.0893 2.9181 -3.3732 0.489 0.103 0.592
H -3.9498 3.8648 -2.0129 -1.029 -0.351 -0.160
H -3.3735 4.7185 -3.4796 -0.773 -0.025 -0.794
C -2.0125 -1.2726 -0.0595 -0.218 -0.008 0.265
O -2.6519 -2.3128 -0.8210 0.767 0.144 -0.493
C -2.0661 -3.5985 -0.6003 -0.015 -0.081 -0.416
C -2.8474 -4.4519 0.3757 0.152 -0.007 0.230
O -2.7723 -3.8590 1.6472 0.005 0.132 0.045
C -3.9461 -3.1659 2.0671 0.166 -0.014 0.124
H -2.6389 -0.3866 -0.1263 0.002 -0.013 -0.068
H -1.9035 -1.5600 0.9861 0.045 -0.043 -0.020
H -1.0209 -1.0281 -0.4691 0.024 0.000 0.064
H -1.0314 -3.4816 -0.2425 -0.044 -0.063 0.142
H -2.0492 -4.1072 -1.5828 -0.075 -0.170 0.092
H -2.3789 -5.4392 0.4265 -0.017 -0.006 -0.029
H -3.8811 -4.5823 0.0430 0.013 0.099 -0.064
H -4.7177 -3.8786 2.3471 0.068 -0.068 0.012
H -4.3228 -2.4912 1.2943 -0.010 -0.063 -0.052
H -3.6756 -2.5798 2.9436 0.061 -0.025 -0.004
Li -1.0656 -2.3488 -2.4312 -0.676 -0.360 0.752
F 8.0668 3.5494 1.6709 -0.448 0.437 -0.616
P 8.1920 4.5560 3.0040 0.194 0.349 0.105
F 8.8306 5.6199 1.9253 0.546 0.201 0.551
F 7.1030 5.7870 3.1411 -0.669 -0.441 -0.539
F 9.7136 3.9586 3.1006 -0.379 -0.894 0.060
F 8.4371 4.7649 4.6006 0.111 0.764 -0.168
F 6.9123 3.5961 3.4525 0.520 -0.530 0.432
Br -1.1815 -2.0205 4.6610 -0.016 0.001 -0.140
C -1.1290 -3.9582 4.4899 -0.066 0.078 0.133
C 0.2581 -4.4988 4.7037 0.002 -0.101 -0.080
Br 1.3886 -4.1787 3.1453 0.014 0.040 0.004
H -1.5180 -4.1978 3.5060 0.001 -0.009 0.008
H -1.8078 -4.3339 5.2528 0.070 -0.028 0.042
H 0.2315 -5.5791 4.8243 -0.015 0.003 -0.019
H 0.7623 -4.0502 5.5534 0.008 0.027 -0.025
F -10.5226 -6.2183 0.1579 -0.001 0.001 -0.005
C -9.4566 -5.5364 0.6055 0.093 0.062 0.046
C -8.1924 -6.0157 0.3232 0.049 -0.081 -0.069
C -7.0948 -5.3040 0.7854 -0.044 0.086 0.038
C -7.2711 -4.1408 1.5224 -0.152 -0.022 -0.045
C -8.5534 -3.6822 1.7973 0.037 -0.066 -0.056
C -9.6589 -4.3792 1.3335 -0.071 0.047 0.029
H -8.0793 -6.9284 -0.2458 -0.030 0.002 -0.001
H -6.0967 -5.6660 0.5681 -0.012 -0.041 0.021
H -6.4145 -3.5946 1.8823 -0.231 0.062 -0.017
H -8.6949 -2.7787 2.3755 -0.013 -0.002 -0.008
H -10.6661 -4.0375 1.5290 -0.006 -0.031 0.001
Mg 2.3957 2.3817 0.8546 -0.104 -1.882 2.400
```
Positions in Å, forces in eV/Å.

Output
DFT total energy: -263451.4903 eV
strongest force on any atom: 4.69 eV Å⁻¹
frontier orbital gap: 3.04 eV
net charge: +1

Mulliken atomic charge list, values in e, 2 entries: -0.6552, -0.0582

2.
Entry from the OMol25 dataset: 8 unconnected molecules or ions with the total composition C21H46BCl14O in a non-equilibrium geometry (the ωB97M-V functional and the def2-TZVPD basis).

Structure (XYZ):
```
83
Properties=species:S:1:pos:R:3:forces:R:3
C 2.0239 1.2114 4.1083 -0.675 0.445 -0.968
C 0.5771 1.2939 3.5021 0.217 -1.000 0.916
C 0.2758 -0.0889 2.8606 1.071 -0.082 -0.546
C 1.2776 -0.4704 1.7087 -1.031 -0.607 -0.290
B 1.0510 0.4115 0.3115 0.650 -0.093 0.805
C 2.4662 1.0997 -0.1971 -0.843 -1.111 0.287
O 2.2278 2.4497 -0.6882 1.122 -0.227 0.103
C 2.2445 3.4083 0.3442 -0.952 0.550 -0.503
C 0.8762 4.1472 0.3874 0.450 0.086 0.106
H 2.7235 1.4419 3.2823 -0.075 -0.080 0.544
H 2.1812 1.9261 4.9329 0.017 -0.313 -0.229
H 2.2376 0.1757 4.4134 -0.106 0.479 0.146
H -0.1592 1.4347 4.3227 0.332 0.159 -0.336
H 0.4788 2.1372 2.8024 0.038 -0.410 0.076
H 0.4074 -0.8647 3.6550 -0.427 0.479 -0.086
H -0.7495 -0.1482 2.4516 0.365 0.109 0.238
H 2.3304 -0.4836 2.0549 -0.439 0.052 0.066
H 1.0257 -1.5274 1.4519 0.348 0.374 0.288
H 0.2575 1.2817 0.5884 -0.297 0.361 -0.100
H 0.5780 -0.3016 -0.5537 -0.188 -0.184 -0.379
H 3.1770 1.0733 0.6690 -0.048 0.483 -0.656
H 2.9041 0.4502 -0.9952 -0.108 0.977 0.278
H 3.0052 4.1712 0.0683 -0.067 -0.299 0.462
H 2.4703 2.9616 1.3304 -0.002 0.143 -0.419
H 0.9105 4.9282 1.1747 -0.103 -0.257 -0.374
H 0.0390 3.4612 0.5805 0.427 0.125 -0.025
H 0.7100 4.6277 -0.5931 0.020 -0.122 0.401
Cl -2.5521 -0.6251 0.2638 -0.136 0.103 0.064
C -3.0350 -1.8988 1.4097 -0.015 0.159 -0.097
C -4.3342 -2.5546 1.0116 0.265 -0.247 -0.011
Cl -5.7229 -1.4454 1.1775 -0.173 0.086 -0.025
H -3.0955 -1.4527 2.4013 -0.038 0.026 -0.051
H -2.2378 -2.6348 1.4158 0.011 0.029 -0.150
H -4.5344 -3.4101 1.6559 -0.033 0.079 0.048
H -4.3024 -2.9030 -0.0187 0.014 0.108 0.003
Cl 0.7926 -3.1443 -3.7591 0.001 -0.064 -0.037
C -0.7787 -2.3083 -3.8540 -0.153 0.039 -0.018
C -1.4407 -2.1760 -2.5033 0.193 0.302 -0.064
Cl -1.9792 -3.7531 -1.8614 -0.051 -0.102 0.057
H -1.4072 -2.8548 -4.5557 0.050 -0.059 0.055
H -0.5862 -1.3177 -4.2643 0.027 0.018 0.125
H -2.3283 -1.5502 -2.5862 0.013 -0.040 -0.045
H -0.7718 -1.7235 -1.7707 0.020 -0.062 -0.008
Cl -5.2266 1.0021 -3.8918 0.003 0.012 -0.104
C -5.8597 1.0398 -2.2246 0.027 -0.019 0.289
C -7.0658 0.1477 -2.0535 0.142 -0.054 0.132
Cl -8.4938 0.7629 -2.9290 -0.045 0.011 -0.070
H -6.0883 2.0737 -1.9747 -0.038 -0.025 -0.103
H -5.0547 0.7001 -1.5722 -0.042 -0.080 -0.018
H -7.3371 0.0973 -1.0005 0.053 0.053 -0.017
H -6.8669 -0.8630 -2.4034 -0.008 0.061 -0.057
Cl 0.8676 -4.5160 1.7275 -0.056 -0.018 -0.004
C 0.3084 -4.4493 3.4146 0.057 0.065 0.021
C -0.8896 -5.3401 3.6444 0.172 -0.073 0.210
Cl -2.3470 -4.7311 2.8169 -0.022 -0.286 0.118
H 0.0914 -3.4096 3.6590 -0.022 -0.016 -0.100
H 1.1391 -4.7806 4.0378 -0.051 -0.046 0.006
H -1.1255 -5.3820 4.7077 0.004 0.086 -0.025
H -0.7028 -6.3536 3.2952 -0.035 0.070 -0.103
Cl 4.5037 0.6997 -4.6567 0.001 -0.037 -0.042
C 5.0650 1.7192 -3.3056 -0.032 0.212 0.186
C 6.1600 1.0511 -2.5068 0.020 0.083 -0.007
Cl 5.5520 -0.3489 -1.5953 0.177 -0.146 -0.027
H 4.2039 1.9576 -2.6804 -0.013 -0.119 0.014
H 5.4402 2.6447 -3.7423 0.050 -0.055 -0.012
H 6.5636 1.7533 -1.7776 -0.106 0.038 -0.010
H 6.9757 0.7138 -3.1443 -0.088 -0.042 -0.032
Cl 3.7002 -2.5611 3.7431 0.003 0.022 -0.022
C 5.3596 -2.2926 4.3278 0.037 -0.103 0.040
C 5.3912 -1.4465 5.5792 0.146 -0.012 0.054
Cl 4.9022 0.2367 5.2639 0.146 -0.080 0.075
H 5.9300 -1.8350 3.5217 -0.096 0.068 0.020
H 5.7870 -3.2738 4.5358 -0.010 0.035 0.065
H 6.4055 -1.4138 5.9777 0.003 -0.023 -0.071
H 4.7344 -1.8489 6.3482 -0.058 0.024 -0.087
Cl -3.7771 4.9328 -8.6404 0.011 0.042 -0.041
C -3.4246 3.9564 -7.1903 0.028 -0.141 0.127
C -4.3789 4.2509 -6.0577 -0.005 -0.163 0.036
Cl -4.1403 5.8838 -5.3848 -0.023 0.049 -0.022
H -2.3928 4.1438 -6.9008 -0.055 0.087 -0.012
H -3.5140 2.9110 -7.4834 -0.067 0.029 0.021
H -4.2135 3.5455 -5.2439 0.056 0.014 -0.039
H -5.4158 4.1670 -6.3764 0.046 0.067 -0.037
```
Positions in Å, forces in eV/Å.

Output
DFT total energy: -200562.7876 eV
strongest force on any atom: 1.42 eV Å⁻¹
frontier orbital gap: 6.42 eV
net charge: -1

Mulliken atomic charge list, values in e, 2 entries: -1.0306, -0.3025

3.
Entry from the OMol25 dataset: a molecular structure, C21H46Br2InO13P3 in a non-equilibrium geometry (the ωB97M-V functional and the def2-TZVPD basis).

Structure (XYZ):
```
86
Properties=species:S:1:pos:R:3:forces:R:3
C -0.8384 -0.5492 -3.9775 1.163 0.543 -0.969
C -0.0924 -1.8738 -3.3748 -0.438 0.561 1.728
C -1.1418 -3.0011 -2.7216 2.959 -0.169 -0.181
Br -2.3986 -2.1528 -1.4064 0.743 -0.123 -0.302
In -2.1079 -4.3535 -4.2493 1.347 -0.441 -0.623
C -1.4913 -6.5424 -3.8415 0.262 -0.662 -0.696
C 0.1035 -6.8184 -4.1082 0.030 -1.200 1.030
C 0.9793 -5.8824 -3.0871 -2.639 0.662 0.024
O 2.3034 -6.4122 -2.7295 1.957 1.957 -3.406
C 3.3428 -6.0382 -3.7002 3.111 -5.088 -1.595
C 3.6510 -4.5364 -4.2812 -0.423 -0.021 0.389
O 4.1618 -7.0329 -4.1279 -4.914 6.120 2.930
C -1.3882 -3.9469 -6.4075 2.022 1.177 -5.931
O -2.3121 -3.6697 -7.3694 3.753 -1.289 4.559
O 0.0492 -3.9988 -6.8035 -6.102 0.061 2.523
P -4.6266 -4.3346 -4.3383 -1.279 -1.336 -1.452
O -5.1020 -6.0435 -4.4607 2.373 0.346 0.331
Br -5.6177 -3.6100 -2.4384 -0.117 -0.250 0.624
H -1.6051 -0.0285 -3.2646 1.441 -1.350 -1.188
H 0.0204 0.2574 -4.1713 -1.835 -1.632 0.394
H -1.3249 -0.7436 -5.0344 0.831 0.138 2.232
H 0.5599 -1.5059 -2.4463 -1.192 -0.542 -1.862
H 0.6710 -2.3589 -4.1301 -1.930 0.804 1.183
H -0.4297 -3.7011 -2.0652 -1.705 1.614 -1.148
H -2.0803 -7.1785 -4.6615 1.138 1.102 1.864
H -1.8203 -6.8386 -2.7584 0.746 0.145 -1.958
H 0.4152 -6.7149 -5.2430 -0.700 0.179 2.397
H 0.3064 -7.9477 -3.7800 -0.104 2.238 -0.737
H 0.3640 -5.8160 -2.0662 1.501 -0.276 -2.147
H 0.9797 -4.7972 -3.5282 0.411 -1.987 0.798
H 4.6110 -4.1433 -3.7228 -1.838 -0.980 -1.156
H 3.8481 -4.6307 -5.4357 -0.395 0.054 2.473
H 2.8003 -3.7504 -4.1081 1.525 -1.747 -0.313
H -4.2707 -6.6285 -4.4304 -1.708 1.388 0.186
O 0.1352 2.5972 -2.6068 4.761 0.572 -0.936
P 0.7928 3.6998 -1.7411 -8.588 0.248 3.736
O 0.3113 3.0505 -0.2954 1.057 -0.176 -0.063
C 1.0704 1.9744 0.2258 0.047 -0.445 0.404
C 2.4474 2.4287 0.6710 0.148 0.026 0.120
O -0.5130 4.7158 -1.9435 1.316 0.770 -0.533
C -1.3460 4.6186 -3.0942 -0.470 -0.051 -0.220
C -2.5698 3.7727 -2.7874 -0.105 -0.142 0.164
O 1.5275 4.9317 -0.7739 1.257 -1.198 -2.220
C 1.2417 6.3073 -0.9926 0.101 0.687 -0.330
C 0.0954 6.7824 -0.1033 -0.096 -0.243 0.382
H 1.1411 1.1764 -0.5176 -0.030 -0.073 0.011
H 0.5228 1.5807 1.0878 -0.073 0.075 -0.177
H 3.0449 2.7567 -0.1849 0.075 -0.030 0.016
H 2.9817 1.6135 1.1676 -0.053 0.030 -0.086
H 2.3758 3.2768 1.3594 -0.029 -0.118 -0.069
H -0.7875 4.2479 -3.9578 -0.129 -0.144 0.210
H -1.6673 5.6363 -3.3472 0.116 0.026 0.169
H -2.3040 2.8072 -2.3464 0.125 0.099 -0.244
H -3.1557 3.5906 -3.6921 0.056 0.017 0.065
H -3.2075 4.2777 -2.0547 0.054 0.052 -0.121
H 1.0491 6.5012 -2.0528 -0.127 0.012 0.235
H 2.1413 6.8709 -0.7267 0.079 -0.140 -0.019
H -0.8061 6.1743 -0.1930 0.227 0.031 -0.267
H -0.1687 7.8178 -0.3372 0.151 -0.036 -0.005
H 0.3876 6.7244 0.9516 0.103 0.134 -0.150
O 0.1161 0.7410 4.1358 4.616 -1.438 0.118
P 0.7639 0.9847 5.5209 -8.593 2.915 2.171
O -0.3797 0.1330 6.3636 0.805 -0.712 -0.009
C -0.2622 -1.2781 6.3865 -0.158 -0.441 0.153
C 0.9409 -1.7236 7.1959 0.097 -0.100 0.149
O 0.0373 2.4783 5.6603 1.605 0.126 0.088
C -0.3239 3.2285 4.5051 -0.339 0.294 -0.291
C -1.7872 3.0011 4.1668 -0.214 -0.110 0.044
O 1.4876 1.2571 7.0684 1.394 -0.791 -2.416
C 1.7803 2.5722 7.5228 0.481 0.719 0.109
C 0.6301 3.1403 8.3506 -0.307 -0.314 0.195
H -0.2125 -1.6626 5.3647 -0.034 -0.051 -0.033
H -1.1740 -1.6706 6.8474 0.028 0.189 -0.112
H 1.8719 -1.4089 6.7149 0.028 -0.072 0.005
H 0.9589 -2.8128 7.2942 0.013 0.090 -0.061
H 0.9265 -1.2776 8.1955 -0.050 -0.070 -0.155
H 0.3389 3.0060 3.6647 -0.228 -0.113 0.078
H -0.1718 4.2873 4.7472 0.045 -0.119 0.159
H -2.0355 1.9373 4.1034 0.237 0.116 -0.128
H -2.0466 3.4745 3.2163 0.047 -0.026 0.069
H -2.4281 3.4179 4.9505 0.110 0.061 -0.071
H 2.0462 3.2238 6.6841 -0.185 -0.032 0.192
H 2.6654 2.5039 8.1629 0.016 -0.149 -0.091
H -0.3330 3.1061 7.8389 0.300 0.028 -0.173
H 0.8317 4.1795 8.6261 0.125 -0.108 -0.007
H 0.4992 2.5531 9.2670 0.189 0.126 -0.055
```
Positions in Å, forces in eV/Å.

Output
DFT total energy: -222257.3912 eV
strongest force on any atom: 9.37 eV Å⁻¹
energy above the lowest of the compared OMol25 structures with the same formula, charge and spin: 11.500 eV
frontier orbital gap: 1.18 eV
net charge: -2

Mulliken atomic charge list, values in e, 2 entries: -0.6345, -0.1269

Q: Which value of DFT total energy does entry 1 give?
A: -263451.4903 eV

Q: net charge of number 1 (C21H46BBr2F7KLiMgO10P3S)?
A: +1

Q: net charge of number 2 (C21H46BCl14O)?
A: -1